Record 1
{"formula": "C12H7AuN5OS2", "method": "ωB97M-V with the def2-TZVPD basis set", "elements": ["Au", "O", "N", "C", "C", "C", "C", "C", "S", "H", "H", "H", "H", "S", "C", "C", "N", "C", "H", "H", "H", "N", "C", "C", "C", "N", "C", "N"], "coordinates": [[-0.18707, -0.34650, -0.72956], [1.75596, -0.45744, -0.48876], [2.18702, -1.33856, 0.46665], [3.48448, -1.69430, 0.37659], [4.00965, -2.53772, 1.31527], [3.18301, -3.01692, 2.33464], [1.85558, -2.65479, 2.37278], [1.34878, -1.78898, 1.40468], [-0.31247, -1.26247, 1.37194], [4.01942, -1.27083, -0.45946], [5.04706, -2.82648, 1.23990], [3.57873, -3.68609, 3.08614], [1.18364, -3.03218, 3.13046], [-0.07349, 4.05821, -2.33246], [0.14108, 3.95090, -0.64542], [0.12065, 2.65827, -0.24838], [-0.06536, 1.77143, -1.28598], [-0.17996, 2.38314, -2.44349], [0.26422, 4.82957, -0.03416], [0.22892, 2.29293, 0.76119], [-0.33348, 1.87148, -3.38137], [-2.09827, -0.48094, -1.11010], [-3.20819, -0.10939, -0.99166], [-4.48109, 0.30361, -0.84196], [-5.14165, -0.01369, 0.38467], [-5.62505, -0.26289, 1.39797], [-5.10787, 1.03184, -1.89812], [-5.59427, 1.62880, -2.75203]], "atomic_forces_ev_per_a": [[-0.56, 1.17, 0.74], [0.65, -0.16, 0.12], [-0.04, 0.21, -0.37], [-0.05, 0.04, 0.12], [0.02, -0.01, 0.03], [0.03, 0.00, 0.00], [-0.01, 0.03, 0.02], [-0.09, -0.05, 0.06], [-0.04, -0.77, 0.01], [-0.01, 0.01, -0.01], [0.00, -0.01, 0.02], [0.00, -0.01, -0.02], [0.01, -0.01, 0.00], [-0.01, 0.16, -0.08], [0.00, 0.05, 0.08], [-0.01, -0.10, -0.07], [0.12, -0.14, -0.76], [-0.02, -0.12, 0.08], [0.00, -0.02, 0.00], [0.00, 0.00, -0.01], [-0.01, -0.02, 0.03], [-0.21, -0.75, -0.25], [0.38, 0.58, 0.30], [-0.21, -0.08, -0.04], [-0.02, -0.03, -0.17], [0.02, 0.00, -0.02], [0.03, 0.05, 0.20], [0.04, -0.02, -0.02]], "nbo_charge": [1.32, -0.56, 0.00, 0.05, -0.22, -0.11, -0.22, 0.03, 0.03, 0.26, 0.26, 0.25, 0.26, 0.59, -0.43, -0.05, -0.56, -0.14, 0.28, 0.24, 0.26, -0.61, 0.52, -0.46, 0.27, -0.26, 0.27, -0.26], "total_charge": 1, "gap_ev": [5.3, 5.3], "e_lumo_ev": [-6.169, -6.169], "e_homo_ha": [-0.422, -0.422]}

---

Record 2
{"formula": "CH4N2O2", "method": "ωB97M-V with the def2-TZVPD basis set", "elements": ["C", "N", "N", "O", "O", "H", "H", "H", "H"], "coordinates": [[0.29851, -0.79773, 0.15148], [1.43440, -0.21070, -0.19810], [-1.12483, 0.35384, 0.02003], [-0.06906, -1.91984, 0.36346], [-2.18391, -0.57527, -0.18040], [1.29389, 0.84498, -0.31795], [2.32508, -0.80546, -0.11622], [-1.24994, 0.56103, 1.01832], [-1.88091, -1.20576, -0.92669]], "atomic_forces_ev_per_a": [[-4.20, 0.54, -0.12], [0.77, 0.74, 0.34], [2.72, -2.04, 0.05], [1.49, 0.60, -0.18], [0.46, -1.10, -1.53], [1.14, -2.32, 0.13], [-1.75, 1.90, -0.28], [0.00, 0.03, -0.20], [-0.64, 1.64, 1.79]], "nbo_charge": [0.76, -0.86, -0.42, -0.58, -0.58, 0.44, 0.43, 0.33, 0.47], "gap_ev": 9.4, "e_lumo_ev": 0.561, "e_homo_ha": -0.323, "smiles": "NC(=O)NO"}

---

Record 3
{"formula": "C8H14O2Si", "method": "ωB97M-V with the def2-TZVPD basis set", "elements": ["C", "C", "C", "C", "C", "C", "C", "C", "O", "O", "Si", "H", "H", "H", "H", "H", "H", "H", "H", "H", "H", "H", "H", "H", "H"], "coordinates": [[0.10084, 0.54965, -1.56205], [0.39122, 0.34002, -0.24137], [-2.04586, -0.34451, -1.25855], [-1.78128, -0.58250, 0.24141], [-1.54945, 1.66169, -0.26622], [-1.30107, 0.96919, -1.61739], [-0.90005, 0.57998, 0.48476], [1.89905, -1.75439, 1.56718], [3.16784, -0.42375, -0.32736], [2.38448, 1.26510, 1.59916], [1.99548, -0.00444, 0.64791], [0.73844, 0.68634, -2.41815], [-1.71476, -1.14947, -1.95771], [-3.12519, -0.30449, -1.51528], [-2.71300, -0.72772, 0.93351], [-1.19485, -1.48997, 0.52804], [-1.10748, 2.57400, -0.03576], [-2.61216, 1.65651, 0.01486], [-1.69388, 1.49242, -2.52844], [-0.80031, 0.75096, 1.57853], [1.38082, -1.64414, 2.55285], [1.32171, -2.36695, 0.85272], [2.99636, -2.11745, 1.55808], [2.88031, -1.11913, -0.83986], [3.28279, 1.50306, 2.00912]], "atomic_forces_ev_per_a": [[1.45, 1.19, 1.78], [1.03, 0.46, -1.23], [-1.68, -1.90, -2.00], [-1.05, -2.73, 0.78], [-1.35, -0.46, -0.49], [-2.38, 0.56, -0.53], [0.85, 0.14, 3.71], [0.52, 1.57, -0.30], [2.80, 2.53, -0.52], [1.88, 0.93, 0.93], [-1.72, -1.64, 2.19], [0.45, -0.64, -0.05], [0.08, 0.31, 0.79], [0.41, 0.36, 0.47], [1.38, 0.97, -1.44], [-0.47, 0.28, -0.83], [0.82, 1.89, -0.25], [0.10, 0.44, -0.33], [0.51, -0.64, 0.74], [0.23, 0.13, -0.56], [0.68, -0.70, -0.70], [0.11, -0.04, 0.53], [-1.89, 0.45, 0.58], [-0.52, -2.53, -2.07], [-2.25, -0.95, -1.20]], "nbo_charge": [-0.14, -0.51, -0.41, -0.41, -0.38, -0.29, -0.28, -1.14, -1.09, -1.12, 2.11, 0.22, 0.21, 0.22, 0.22, 0.21, 0.21, 0.20, 0.23, 0.22, 0.23, 0.22, 0.24, 0.49, 0.53], "gap_ev": 9.6, "e_lumo_ev": 0.603, "e_homo_ha": -0.330, "smiles": "C[Si](O)(O)C1=C[C@H]2CC[C@@H]1C2"}

---

Record 4
{"formula": "C2H11N3O2", "method": "ωB97M-V with the def2-TZVPD basis set", "elements": ["C", "N", "C", "N", "N", "H", "H", "H", "H", "H", "H", "H", "H", "H", "O", "H", "H", "O"], "coordinates": [[-2.54130, -0.14770, 0.21732], [-1.29914, -0.88567, 0.02886], [-0.11193, -0.25450, -0.09862], [0.96037, -1.01520, -0.49595], [0.04658, 0.98330, 0.29087], [-3.25766, -0.75537, 0.76997], [-2.93894, 0.16247, -0.74379], [-2.18206, 0.79058, 0.67044], [-1.33480, -1.77297, -0.45057], [1.78114, -0.61825, -0.91094], [1.02213, -1.95800, -0.14889], [1.03280, 1.19039, 0.32810], [4.21831, -2.66337, -0.16153], [3.45332, -3.16726, -1.33159], [3.52850, -2.34646, -0.79372], [-0.78005, 2.83992, 0.93948], [-1.73754, 3.75610, 1.58844], [-1.14871, 3.72406, 0.82701]], "atomic_forces_ev_per_a": [[1.40, 0.41, -0.22], [-0.67, -0.97, -0.37], [2.09, 1.57, 1.21], [-1.24, -0.60, -0.16], [-1.00, -0.14, -0.45], [0.03, 0.37, 0.17], [-0.39, -0.11, -0.26], [-0.76, -0.40, 0.42], [-0.12, 0.15, -0.06], [0.22, 0.02, 0.31], [0.36, -0.18, -0.29], [0.18, -0.01, -0.14], [-0.23, 0.38, -0.05], [-0.23, 0.19, -0.16], [0.35, -0.53, 0.20], [0.48, -0.70, -0.67], [-0.11, 0.36, -0.07], [-0.37, 0.20, 0.57]], "mulliken_spin": [0.02, -0.31, 1.25, 0.52, -0.29, -0.02, -0.01, 0.02, -0.15, -0.26, -0.35, -0.07, -0.43, -0.42, 1.45, 0.01, 0.00, 0.01], "total_charge": -1, "gap_ev": [2.5, 9.0], "e_lumo_ev": [3.250, 3.210], "e_homo_ha": [0.029, -0.212], "s2": 0.750, "multiplicity": 2}

---

Record order is preserved below.
Energy relative to the best compared isomer or geometry (same formula, charge and spin): 105.56; 227.19; 42.58; 28.70 kJ/mol